Molecular formula: C5H11N2
Method: DFT, ωB97M-V/def2-TZVPD

Computed properties:
HOMO level (spin up / spin down) in eV: -10.0 / -16.1
Total charge: +1
<S²>: 2.011
2S+1: 3

```
18
C5H11N2 | OMol25 | ωB97M-V/def2-TZVPD
C -1.9797 -0.6578 -0.0817
C -1.5967 0.6276 0.5955
C 0.4711 -0.2268 -0.1487
C 1.3279 -0.1247 -1.4449
C 1.1158 -0.6176 1.1305
N -1.0347 -1.3797 -0.4422
N -0.3208 1.0616 0.0356
H -2.8872 -1.0915 -0.2004
H -2.3075 1.3632 0.4253
H -1.5565 0.6118 1.6493
H 1.5488 -0.9861 -2.0711
H 2.3495 0.1571 -1.2888
H 0.9707 0.6446 -2.2434
H 2.1779 -0.3458 1.0819
H 1.2464 -1.7414 1.1836
H 0.6514 -0.3349 2.0559
H -0.4342 1.3713 -0.9691
H 0.2577 1.6689 0.7328
```